Record 1
A 3-piece molecular cluster, C22H58FN10O3P2S overall at a distorted geometry. Source: the OMol25 dataset; level of theory: ωB97M-V/def2-TZVPD.

Each line ends with the Mulliken charge.
Geometry (Å):
C  -1.575  4.523  -1.185  -0.885
C  -0.456  4.817  -0.073  0.445
O  0.519  5.523  -0.360  -0.529
N  -0.671  4.152  1.228  -0.341
C  0.613  3.743  1.862  -0.459
C  1.293  2.458  1.141  -0.399
C  0.825  1.068  1.775  -0.459
C  1.010  -0.197  0.781  -0.758
N  1.774  0.182  -0.442  -0.087
C  1.999  -0.897  -1.345  0.414
N  3.216  -0.763  -2.164  -0.254
C  2.888  -0.209  -3.514  -0.383
C  3.612  -0.925  -4.735  -0.398
C  5.204  -0.858  -4.549  -0.251
F  5.740  -0.601  -5.860  -0.309
N  1.193  -1.936  -1.525  -0.289
S  1.476  -3.225  -2.689  -0.096
H  -1.320  5.003  -2.174  0.305
H  -1.668  3.391  -1.326  0.214
H  -2.559  4.876  -0.750  0.294
H  -1.070  4.880  1.835  0.299
H  1.372  4.584  1.816  0.372
H  0.385  3.452  2.936  0.115
H  2.425  2.540  1.299  0.305
H  1.048  2.582  0.039  0.325
H  -0.280  1.185  2.039  0.307
H  1.342  0.824  2.769  0.129
H  -0.057  -0.451  0.437  0.331
H  1.391  -1.108  1.334  0.397
H  2.719  0.459  -0.116  0.318
H  3.738  -1.642  -2.193  0.297
H  3.059  0.925  -3.508  0.297
H  1.758  -0.334  -3.680  0.190
H  3.199  -1.976  -4.805  0.196
H  3.320  -0.358  -5.680  0.326
H  5.417  0.007  -3.848  0.265
H  5.551  -1.862  -4.165  0.270
H  0.325  -2.028  -0.985  0.263
H  0.452  -2.987  -3.620  0.187
O  2.099  -0.312  5.725  -0.808
P  1.677  0.089  7.153  0.787
N  0.344  0.980  6.583  0.394
C  0.113  2.393  6.432  -0.835
C  -0.845  0.213  6.217  -1.274
N  3.098  1.058  7.367  0.238
C  3.144  2.494  7.559  -1.218
C  4.265  0.695  6.553  -0.965
N  1.235  0.483  8.808  -0.053
C  0.219  1.368  9.335  -0.839
C  2.240  0.155  9.826  -0.979
H  -0.657  2.758  7.122  0.378
H  -0.230  2.624  5.415  0.124
H  0.985  3.014  6.594  0.246
H  -1.300  -0.237  7.107  0.316
H  -0.580  -0.595  5.524  0.297
H  -1.606  0.817  5.724  0.437
H  3.037  3.036  6.613  0.323
H  4.107  2.791  7.989  0.423
H  2.399  2.848  8.272  0.261
H  4.162  1.067  5.525  0.267
H  4.405  -0.386  6.519  0.286
H  5.187  1.113  6.967  0.334
H  0.499  2.420  9.241  0.249
H  0.046  1.182  10.401  0.365
H  -0.757  1.203  8.877  0.252
H  2.944  0.979  9.972  0.300
H  2.805  -0.733  9.535  0.320
H  1.784  -0.072  10.793  0.376
O  -1.772  -4.005  -5.477  -0.790
P  -2.677  -2.758  -5.417  0.850
N  -4.085  -3.688  -5.179  0.160
C  -5.180  -4.045  -6.054  -0.933
C  -4.307  -4.198  -3.828  -1.176
N  -2.385  -2.365  -7.079  0.224
C  -3.366  -2.334  -8.146  -1.266
C  -1.134  -2.872  -7.660  -0.891
N  -3.633  -1.287  -5.279  0.033
C  -5.064  -1.088  -5.186  -0.894
C  -2.944  -0.048  -5.657  -0.926
H  -6.117  -3.568  -5.743  0.390
H  -5.356  -5.127  -6.052  0.361
H  -5.033  -3.777  -7.093  0.190
H  -4.519  -3.373  -3.137  0.345
H  -3.417  -4.726  -3.467  0.299
H  -5.137  -4.901  -3.770  0.388
H  -3.590  -3.336  -8.524  0.358
H  -2.990  -1.749  -8.993  0.423
H  -4.291  -1.836  -7.853  0.266
H  -1.222  -3.934  -7.923  0.309
H  -0.297  -2.753  -6.970  0.183
H  -0.865  -2.326  -8.568  0.341
H  -5.563  -1.232  -6.146  0.262
H  -5.301  -0.071  -4.855  0.359
H  -5.525  -1.726  -4.431  0.269
H  -3.049  0.158  -6.726  0.293
H  -1.879  -0.114  -5.422  0.221
H  -3.329  0.817  -5.109  0.382

Its net charge is +1. Its LUMO energy is -3.48 eV. The value obtained for the HOMO energy is -9.60 eV.



Record 2
A 3-piece molecular cluster, C22H59BN7O6P3 overall at a distorted geometry. Source: the OMol25 dataset; level of theory: ωB97M-V/def2-TZVPD.

Each line ends with the Mulliken charge.
Geometry (Å):
C  5.904  -1.167  2.980  -0.606
C  6.854  -0.253  2.149  -0.630
N  6.097  0.577  1.189  0.298
C  5.959  -0.206  -0.060  -1.006
C  4.721  0.189  -0.906  -1.410
P  3.046  0.014  -0.016  0.873
C  1.307  0.087  0.819  -0.858
C  0.804  1.548  0.900  -0.713
O  -0.195  1.707  1.938  -0.163
C  0.416  1.858  3.152  -0.006
O  1.081  2.776  3.447  -0.470
B  3.079  -1.933  -0.010  0.434
C  2.613  -2.881  1.177  -1.105
O  3.603  -2.598  -1.158  -0.554
C  6.699  1.824  0.956  0.609
C  7.121  2.740  2.126  -1.164
O  6.870  2.250  -0.144  -0.557
H  5.117  -1.565  2.322  -0.156
H  5.453  -0.641  3.827  0.324
H  6.513  -2.022  3.310  0.359
H  7.432  0.321  2.880  0.247
H  7.582  -0.901  1.629  0.367
H  5.949  -1.275  0.218  0.611
H  6.841  -0.099  -0.718  0.344
H  4.738  -0.322  -1.882  0.451
H  4.861  1.259  -1.149  0.644
H  2.441  0.652  -1.165  -0.198
H  3.531  0.807  1.076  -0.188
H  0.562  -0.548  0.307  0.442
H  1.436  -0.263  1.860  0.315
H  1.679  2.198  1.080  0.420
H  0.342  1.860  -0.046  0.330
H  0.249  1.018  3.856  0.451
H  1.828  -2.462  1.818  0.349
H  3.453  -3.220  1.806  0.397
H  2.176  -3.778  0.701  0.324
H  4.390  -3.043  -0.797  0.299
H  7.653  3.602  1.712  0.330
H  7.808  2.235  2.813  0.373
H  6.204  3.111  2.603  0.262
O  -6.227  3.074  2.431  -0.880
P  -4.909  3.819  2.284  0.949
N  -5.358  5.301  2.997  0.271
C  -5.381  6.601  2.376  -1.147
C  -6.104  5.274  4.242  -1.113
N  -4.935  3.879  0.543  0.032
C  -5.869  4.747  -0.153  -0.993
C  -4.995  2.541  -0.046  -1.172
N  -3.227  4.364  2.246  0.086
C  -2.615  4.331  3.599  -1.076
C  -2.292  3.655  1.351  -1.190
H  -4.564  6.726  1.664  0.312
H  -5.247  7.391  3.123  0.364
H  -6.334  6.787  1.865  0.319
H  -5.675  5.986  4.957  0.358
H  -6.051  4.292  4.712  0.329
H  -7.162  5.517  4.090  0.334
H  -6.893  4.657  0.231  0.298
H  -5.893  4.511  -1.219  0.346
H  -5.556  5.789  -0.101  0.285
H  -6.002  2.112  0.005  0.328
H  -4.317  1.858  0.475  0.384
H  -4.675  2.571  -1.091  0.366
H  -3.118  5.024  4.274  0.293
H  -1.571  4.641  3.562  0.397
H  -2.663  3.330  4.039  0.337
H  -2.521  3.847  0.304  0.306
H  -2.300  2.581  1.525  0.471
H  -1.272  4.015  1.491  0.424
O  -1.234  -3.736  -1.519  -0.912
P  -0.904  -4.561  -2.755  0.963
N  -0.061  -3.382  -3.648  0.432
C  -0.409  -2.840  -4.938  -1.214
C  0.928  -2.574  -2.958  -1.154
N  -2.552  -4.752  -3.285  0.035
C  -3.284  -3.628  -3.842  -0.979
C  -3.377  -5.405  -2.268  -1.150
N  -0.415  -5.784  -3.938  -0.027
C  1.018  -6.145  -3.785  -1.091
C  -1.167  -7.052  -3.967  -0.948
H  -0.855  -3.594  -5.588  0.326
H  0.485  -2.486  -5.464  0.350
H  -1.097  -1.992  -4.846  0.353
H  1.850  -2.512  -3.545  0.399
H  1.205  -3.007  -2.000  0.056
H  0.555  -1.557  -2.775  0.447
H  -3.193  -2.721  -3.231  0.292
H  -4.347  -3.865  -3.928  0.338
H  -2.961  -3.409  -4.859  0.292
H  -3.662  -4.718  -1.463  0.315
H  -2.841  -6.243  -1.813  0.397
H  -4.284  -5.815  -2.721  0.360
H  1.661  -5.289  -3.987  0.280
H  1.303  -6.918  -4.500  0.403
H  1.237  -6.508  -2.777  0.343
H  -2.180  -6.903  -4.329  0.264
H  -1.208  -7.530  -2.983  0.355
H  -0.705  -7.753  -4.666  0.388

Its LUMO energy is -0.21 eV. The SMILES is CCN(CC[PH2](CCOC=O)B(C)O)C(C)=O.CN(C)P(=O)(N(C)C)N(C)C.CN(C)P(=O)(N(C)C)N(C)C. The value obtained for the HOMO energy is -7.84 eV.



Record 3
A 6-piece molecular cluster, C22H59NO5P overall. Source: the OMol25 dataset; level of theory: ωB97M-V/def2-TZVPD.

Each line ends with the Mulliken charge.
Geometry (Å):
C  1.973  1.744  -0.670  -0.942
N  2.438  0.411  -1.053  -0.038
C  3.317  0.359  -2.175  -0.624
P  2.294  0.069  -3.651  0.217
H  1.058  1.667  -0.104  -0.017
H  1.752  2.335  -1.551  0.551
H  2.716  2.272  -0.082  0.394
H  2.818  -0.100  -0.263  0.108
H  3.881  1.270  -2.368  0.400
H  4.019  -0.462  -2.123  0.534
H  2.390  1.054  -4.615  0.172
H  2.560  -1.139  -4.259  0.167
H  1.000  0.019  -3.220  0.147
C  -1.697  2.275  -3.428  -1.378
C  -1.226  1.995  -2.010  0.269
O  -0.781  3.134  -1.309  -0.385
C  -1.763  4.150  -1.124  0.126
C  -2.984  3.697  -0.344  -1.194
H  -0.914  2.775  -4.003  0.308
H  -1.965  1.345  -3.931  0.429
H  -2.574  2.920  -3.442  0.344
H  -0.351  1.337  -2.021  -0.225
H  -2.003  1.463  -1.449  0.330
H  -2.061  4.571  -2.091  -0.125
H  -1.250  4.938  -0.577  0.391
H  -3.546  2.921  -0.865  0.285
H  -3.655  4.542  -0.196  0.445
H  -2.693  3.310  0.633  0.307
C  2.051  -0.410  4.910  -0.700
C  1.945  0.555  3.747  -0.506
O  2.166  -0.087  2.495  -0.442
C  1.241  -1.135  2.218  0.388
C  -0.199  -0.654  2.137  -0.878
H  3.031  -0.888  4.898  -0.019
H  1.918  0.103  5.862  0.473
H  1.298  -1.194  4.847  0.212
H  2.712  1.326  3.814  0.395
H  0.974  1.065  3.753  0.304
H  1.343  -1.945  2.947  -0.194
H  1.549  -1.545  1.253  0.292
H  -0.556  -0.244  3.082  0.318
H  -0.845  -1.492  1.874  0.278
H  -0.301  0.123  1.375  0.044
C  3.525  -6.302  3.333  -1.305
C  3.223  -4.852  2.995  -0.213
O  2.784  -4.075  4.095  -0.357
C  3.721  -3.956  5.153  -0.454
C  5.035  -3.325  4.726  -1.030
H  2.652  -6.780  3.778  0.290
H  3.792  -6.844  2.425  0.402
H  4.358  -6.398  4.029  0.369
H  2.405  -4.799  2.280  0.322
H  4.093  -4.386  2.515  0.313
H  3.908  -4.921  5.637  0.356
H  3.231  -3.321  5.891  0.396
H  5.574  -3.940  4.005  0.332
H  5.681  -3.197  5.594  0.417
H  4.862  -2.347  4.274  0.172
C  -2.155  7.386  -4.071  -1.013
C  -2.428  6.280  -5.077  -0.374
O  -3.621  5.557  -4.837  -0.378
C  -4.820  6.318  -4.864  -0.354
C  -5.089  7.019  -6.184  -1.049
H  -2.136  6.981  -3.058  0.196
H  -1.192  7.852  -4.277  0.409
H  -2.912  8.169  -4.103  0.306
H  -1.635  5.532  -5.016  0.295
H  -2.410  6.681  -6.096  0.393
H  -4.837  7.041  -4.040  0.310
H  -5.603  5.588  -4.663  0.326
H  -4.340  7.777  -6.411  0.269
H  -6.057  7.518  -6.141  0.390
H  -5.107  6.299  -7.002  0.295
C  -3.261  -4.793  0.391  -1.082
C  -1.774  -4.742  0.087  -0.362
O  -0.962  -4.379  1.189  -0.319
C  -1.039  -5.234  2.320  -0.332
C  -0.628  -6.671  2.048  -1.136
H  -3.605  -3.837  0.786  0.283
H  -3.817  -5.013  -0.520  0.397
H  -3.506  -5.568  1.118  0.276
H  -1.575  -3.971  -0.659  0.331
H  -1.444  -5.696  -0.342  0.310
H  -2.043  -5.204  2.757  0.406
H  -0.368  -4.781  3.048  0.230
H  -1.295  -7.167  1.343  0.356
H  -0.651  -7.239  2.977  0.389
H  0.385  -6.712  1.644  0.263

Its net charge is +1. Its LUMO energy is -2.98 eV. The value obtained for the HOMO energy is -11.37 eV.



Record 4
A 10-piece molecular cluster, C22H60F3O11S9 overall at a distorted geometry. Source: the OMol25 dataset; level of theory: ωB97M-V/def2-TZVPD.

Each line ends with the Mulliken charge.
Geometry (Å):
C  -0.108  -0.459  1.082  1.637
O  0.214  -0.016  -0.183  0.052
O  0.000  0.618  1.925  -0.856
C  -1.522  -1.164  1.000  0.384
F  -2.510  -0.301  0.841  -0.281
F  -1.649  -2.015  -0.099  -0.002
F  -1.952  -1.705  2.095  -0.247
C  1.189  -0.735  -0.904  0.051
C  1.772  0.053  -2.064  -1.792
H  2.522  0.787  -1.768  0.573
H  2.329  -0.661  -2.670  0.413
H  1.055  0.377  -2.819  0.402
H  0.740  -1.695  -1.158  0.182
H  2.131  -0.843  -0.366  0.056
H  0.449  -1.334  1.419  -1.232
C  -2.242  -0.391  4.828  -0.215
S  -2.358  1.047  5.942  0.407
O  -1.871  2.203  5.107  -0.469
C  -4.202  1.173  6.108  -0.727
H  -1.705  -1.132  5.421  0.385
H  -1.515  -0.303  4.020  -0.572
H  -3.187  -0.831  4.511  0.491
H  -4.498  1.337  5.072  0.008
H  -4.396  1.923  6.876  0.334
H  -4.807  0.311  6.391  0.366
C  -4.480  -0.916  -2.729  -1.196
S  -2.663  -0.762  -2.646  0.772
O  -2.169  -0.878  -4.065  -0.706
C  -2.512  0.975  -1.994  -0.325
H  -4.904  -0.074  -3.276  0.398
H  -4.904  -0.945  -1.725  0.324
H  -4.528  -1.896  -3.203  0.377
H  -1.462  1.259  -1.923  -0.378
H  -3.005  1.111  -1.031  0.009
H  -2.814  1.745  -2.704  0.662
C  3.004  2.085  -4.489  -0.405
S  3.187  3.943  -4.619  0.509
O  3.937  4.458  -3.394  -0.616
C  4.320  3.933  -6.008  -0.952
H  2.523  1.812  -5.429  0.347
H  2.263  1.944  -3.702  -0.314
H  4.001  1.684  -4.308  0.479
H  3.940  3.431  -6.898  0.341
H  5.223  3.438  -5.652  0.281
H  4.442  4.963  -6.342  0.344
C  3.424  -2.597  2.246  -0.686
S  4.534  -3.057  0.897  0.466
O  4.576  -1.864  -0.039  -0.568
C  6.128  -2.949  1.809  -1.002
H  2.427  -2.472  1.824  -0.169
H  3.484  -1.529  2.455  0.473
H  3.425  -3.108  3.209  0.481
H  6.983  -3.293  1.227  0.339
H  6.090  -3.573  2.702  0.355
H  6.150  -1.893  2.080  0.305
C  -1.176  -4.878  0.675  -0.512
S  -1.376  -5.203  -1.178  0.516
O  -1.384  -6.694  -1.479  -0.689
C  -3.169  -4.888  -1.443  -0.875
H  -1.112  -5.741  1.338  0.464
H  -1.917  -4.096  0.839  -0.005
H  -0.269  -4.315  0.896  0.059
H  -3.231  -5.047  -2.520  0.303
H  -3.491  -3.870  -1.225  0.228
H  -3.808  -5.619  -0.948  0.398
C  -3.532  4.462  0.645  -1.063
S  -2.787  2.993  1.484  0.723
O  -2.006  3.596  2.698  -0.525
C  -4.280  2.099  2.132  -1.178
H  -2.840  5.218  0.275  0.325
H  -4.071  4.930  1.469  0.325
H  -4.102  4.243  -0.258  0.304
H  -5.087  1.980  1.409  0.430
H  -4.604  2.550  3.070  0.386
H  -4.134  1.062  2.434  0.204
C  0.516  3.824  -1.306  -0.566
S  -0.010  5.122  -0.080  0.408
O  0.173  4.697  1.380  -0.524
C  1.225  6.424  -0.403  -1.054
H  0.376  4.143  -2.339  0.489
H  -0.140  2.967  -1.155  -0.199
H  1.512  3.480  -1.029  0.371
H  2.189  5.995  -0.128  0.302
H  0.957  7.182  0.333  0.363
H  1.210  6.896  -1.385  0.339
C  1.198  -0.976  -6.419  -0.580
S  1.201  -2.786  -6.196  0.422
O  2.519  -3.216  -6.902  -0.666
C  1.430  -2.850  -4.339  -0.518
H  0.184  -0.597  -6.286  0.384
H  1.602  -0.767  -7.409  0.422
H  1.908  -0.434  -5.795  -0.116
H  2.374  -2.440  -3.980  0.300
H  1.360  -3.897  -4.045  0.430
H  0.638  -2.304  -3.827  -0.045
C  1.134  -1.775  4.333  -0.352
S  1.620  -0.605  5.725  0.322
O  0.791  0.671  5.660  -0.491
C  1.246  -1.566  7.224  -1.026
H  0.074  -1.976  4.490  0.196
H  1.577  -2.769  4.264  0.537
H  1.459  -1.189  3.473  -0.298
H  1.592  -1.049  8.119  0.381
H  1.759  -2.523  7.313  0.363
H  0.202  -1.681  7.512  0.300

Its net charge is -1. Its LUMO energy is 1.94 eV. The calculation puts the energy above the lowest of the compared OMol25 structures with the same formula, charge and spin at 93.5 kcal/mol. The value obtained for the HOMO energy is -4.21 eV.



no.,Kohn-Sham gap (eV)
1,6.12
2,7.63
3,8.39
4,6.15